Molecular formula: C34H28BCsF4N4O3S4
Method: DFT, ωB97M-V/def2-TZVPD

Properties
E = -103260.2498 eV
LUMO = 3.5 eV
Net charge = -2
ΔE to the lowest compared entry with this formula, charge and spin = 25.1 kcal/mol
Multiplicity = 1
E_HOMO = -2.09 eV

```
79
C34H28BCsF4N4O3S4 ωB97M-V/def2-TZVPD
Cs 0.0244 -1.0235 0.0498
S -4.8963 -1.4315 3.0550
C -4.5259 -2.9051 2.2672
C -3.3882 -2.8081 1.5203
C -2.7246 -1.5278 1.5360
C -3.4475 -0.6869 2.3367
C -3.1620 0.7109 2.6577
C -4.1398 1.5532 3.2252
C -3.8318 2.8608 3.5308
C -2.5539 3.3352 3.2589
C -1.6565 2.4508 2.6814
N -1.9309 1.1832 2.3963
H -5.1682 -3.7644 2.4043
H -3.0216 -3.6602 0.9558
H -5.1343 1.1678 3.4080
H -4.5816 3.5086 3.9722
H -2.2597 4.3511 3.4914
H -0.6472 2.7703 2.4364
S 1.8273 2.3084 1.3257
C 1.8209 3.3303 0.0107
N 2.8892 3.9173 -0.5085
C 2.7468 4.9522 -1.5315
C 1.5547 5.7942 -1.1713
N 0.3836 4.9241 -1.1325
C -0.8635 5.4705 -1.6473
C -1.5171 6.4184 -0.6719
C -1.9083 5.9705 0.5895
C -2.5115 6.8444 1.4786
C -2.7293 8.1713 1.1253
C -2.3417 8.6220 -0.1264
C -1.7366 7.7453 -1.0190
C 0.4786 3.6743 -0.6443
S -0.7446 2.5678 -0.6777
C 4.2532 3.6546 -0.0420
C 4.7874 4.8122 0.7680
C 5.8186 5.5946 0.2576
C 6.3034 6.6746 0.9865
C 5.7586 6.9826 2.2236
C 4.7233 6.2072 2.7328
C 4.2396 5.1276 2.0105
H 2.6328 4.5028 -2.5181
H 3.6630 5.5381 -1.5526
H 1.3873 6.5500 -1.9380
H 1.6977 6.3001 -0.2103
H -1.5197 4.6307 -1.8689
H -0.6412 5.9971 -2.5781
H -1.7537 4.9327 0.8639
H -2.8227 6.4852 2.4513
H -3.2013 8.8489 1.8259
H -2.5044 9.6546 -0.4098
H -1.4289 8.0976 -1.9975
H 4.8586 3.5048 -0.9347
H 4.2203 2.7409 0.5462
H 6.2195 5.3664 -0.7230
H 7.1033 7.2793 0.5769
H 6.1348 7.8261 2.7899
H 4.2926 6.4432 3.6984
H 3.4352 4.5157 2.4024
O 1.3059 -3.4591 1.5210
C 0.8466 -4.2727 0.7205
N -0.0225 -4.0058 -0.2748
S -0.3379 -5.2866 -1.1822
O 0.2111 -5.1526 -2.5123
O -1.7203 -5.6945 -1.1049
C 0.6572 -6.4422 -0.2608
C 0.8758 -7.7939 -0.4391
C 1.7223 -8.4306 0.4610
C 2.3235 -7.7215 1.5000
C 2.0908 -6.3610 1.6596
C 1.2465 -5.7337 0.7614
H 0.4035 -8.3337 -1.2496
H 1.9184 -9.4910 0.3550
H 2.9789 -8.2418 2.1882
H 2.5460 -5.7882 2.4572
F 4.4533 3.2141 -3.0342
B 5.1496 4.1568 -3.8326
F 4.2080 4.9063 -4.5648
F 6.0520 3.5242 -4.6786
F 5.8435 5.0371 -2.9504
```